1.
The following is a DFT calculation (the ωB97M-V functional and the def2-TZVPD basis) of a cluster of 3 separate species, C21H42BIO2 in total.

Calculated values
Gap between HOMO and LUMO in eV: 9.4
Total charge: 0
LUMO energy in eV: 0.09

Structure (XYZ):
```
67
C21H42BIO2 the ωB97M-V functional and the def2-TZVPD basis
C 0.17 2.33 -4.82
C 0.04 1.16 -5.03
C -0.08 -0.27 -5.27
B 0.57 -1.14 -4.11
C -0.25 -2.39 -3.59
C -1.11 -2.10 -2.32
C -0.52 -1.08 -1.40
O 0.02 -1.37 -0.35
O -0.61 0.19 -1.82
C 1.99 -0.72 -3.54
I 3.36 -0.27 -5.16
C 2.69 -1.68 -2.58
C 3.04 -3.06 -3.16
H 0.35 3.34 -4.57
H 0.50 -0.50 -6.17
H -1.11 -0.55 -5.48
H 0.37 -3.26 -3.38
H -0.95 -2.67 -4.38
H -2.12 -1.79 -2.60
H -1.21 -3.00 -1.74
H -0.13 0.72 -1.17
H 1.86 0.25 -3.06
H 3.61 -1.21 -2.25
H 2.10 -1.82 -1.68
H 2.35 -3.81 -2.76
H 2.98 -3.10 -4.24
H 4.03 -3.37 -2.83
C -2.13 -3.80 1.46
C -2.42 -2.40 1.96
C -1.93 -2.15 3.39
C -2.57 -3.04 4.46
C -4.10 -2.95 4.53
C -4.61 -1.56 4.88
H -2.63 -4.56 2.05
H -2.47 -3.92 0.43
H -1.06 -4.01 1.48
H -3.50 -2.20 1.89
H -1.93 -1.68 1.30
H -2.09 -1.10 3.64
H -0.85 -2.30 3.42
H -2.16 -2.76 5.43
H -2.28 -4.08 4.29
H -4.45 -3.66 5.29
H -4.54 -3.28 3.58
H -4.22 -1.23 5.84
H -5.70 -1.56 4.95
H -4.33 -0.82 4.12
C 1.48 1.88 1.60
C 2.38 2.74 0.73
C 2.98 3.94 1.46
C 1.96 4.94 1.98
C 1.03 5.53 0.92
C 1.76 6.31 -0.16
H 0.61 2.44 1.96
H 1.10 1.01 1.05
H 2.02 1.50 2.47
H 1.83 3.07 -0.16
H 3.20 2.12 0.35
H 3.68 4.44 0.79
H 3.58 3.58 2.30
H 2.50 5.76 2.47
H 1.35 4.48 2.76
H 0.31 6.19 1.41
H 0.44 4.74 0.46
H 2.33 7.14 0.27
H 1.06 6.74 -0.88
H 2.45 5.68 -0.72
```

Results of the Mulliken charge analysis, in e, for atoms 1 through 2: 0.00, -0.23



2.
The following is a DFT calculation (the ωB97M-V functional and the def2-TZVPD basis) of a structure of composition C36H32BBrIrN6.

Calculated values
Gap between HOMO and LUMO (spin up / spin down) in eV: 7.5 / 4.5
Total charge: +2
LUMO energy (spin up / spin down) in eV: -5.96 / -8.95
Expectation value of S²: 0.767
Energy above the lowest of the compared OMol25 structures with the same formula, charge and spin in kJ/mol: 0.0
2S+1: 2

Structure (XYZ):
```
77
C36H32BBrIrN6 the ωB97M-V functional and the def2-TZVPD basis
Ir 0.25 0.15 0.13
C -5.06 0.00 0.95
C -3.74 0.62 0.68
C -3.41 1.97 0.56
C -2.05 2.00 0.24
N -1.62 0.74 0.22
N -2.62 -0.11 0.47
B -2.33 -1.60 0.13
N -1.24 -2.13 1.13
N -0.03 -1.58 1.00
C 0.88 -2.28 1.67
C 0.22 -3.34 2.30
C -1.12 -3.22 1.92
C -2.27 -4.11 2.23
C 2.23 -1.73 1.59
C 2.49 -0.83 0.54
C 3.70 -0.15 0.44
C 4.67 -0.38 1.40
C 4.44 -1.28 2.43
C 3.22 -1.96 2.53
N -1.66 -1.61 -1.28
N -0.50 -0.93 -1.57
C -0.19 -1.19 -2.85
C -1.17 -2.04 -3.38
C -2.07 -2.28 -2.37
C -3.30 -3.13 -2.41
C 0.99 -0.65 -3.56
C 1.18 -1.00 -4.89
C 2.26 -0.54 -5.61
C 3.19 0.30 -5.01
C 3.02 0.66 -3.69
C 1.93 0.19 -2.97
C -1.04 2.99 -0.12
C -1.06 4.32 0.29
C -0.02 5.16 -0.05
C 1.06 4.71 -0.80
C 1.09 3.39 -1.23
C 0.05 2.54 -0.89
H -5.84 0.76 0.97
H -5.07 -0.52 1.91
H -5.32 -0.73 0.18
H -4.09 2.80 0.64
H -3.31 -2.26 0.16
H 0.64 -4.12 2.90
H -1.93 -4.99 2.78
H -2.76 -4.45 1.31
H -3.02 -3.60 2.83
H 1.89 -0.91 -0.41
H 3.89 0.50 -0.40
H 5.62 0.13 1.34
H 5.21 -1.47 3.17
H 3.05 -2.64 3.35
H -1.22 -2.43 -4.38
H -3.41 -3.54 -3.41
H -4.19 -2.54 -2.18
H -3.24 -3.95 -1.70
H 0.47 -1.65 -5.39
H 2.38 -0.83 -6.65
H 4.04 0.66 -5.57
H 3.75 1.31 -3.21
H 1.83 0.50 -1.94
H -1.89 4.68 0.88
H -0.05 6.20 0.27
H 1.86 5.39 -1.07
H 1.89 3.04 -1.87
H -0.05 1.60 -1.48
Br 0.66 3.59 5.75
C 0.72 2.56 4.23
C 1.38 3.05 3.09
C 1.41 2.28 1.96
C 0.71 1.03 1.88
C 0.19 0.51 3.11
C 0.15 1.27 4.24
H 1.87 4.01 3.11
H 1.96 2.64 1.10
H -0.25 -0.48 3.14
H -0.31 0.90 5.15
```

Results of the Mulliken charge analysis, in e, for atoms 1 through 2: 0.41, -1.45



| no. | energy (eV) |
| --- | --- |
| 1 | -35329.6135 |
| 2 | -120337.6962 |